No. 1
14 unconnected molecules or ions with the total composition C68H178N14O20. Source: the Open Molecules 2025 dataset; level of theory: ωB97M-V/def2-TZVPD.

ORCA input file:
```
! RIJCOSX wB97M-V def2-TZVPD def2/J DEFGRID3
* xyz 0 1
C 16.013 -6.216 5.588
O 16.904 -6.697 4.584
C 17.664 -5.680 3.910
C 18.825 -5.382 4.820
N 20.035 -6.184 4.759
C 19.666 -7.592 5.152
C 20.926 -8.477 5.517
O 20.366 -9.597 6.147
C 21.237 -10.465 6.787
H 15.326 -5.477 5.175
H 16.519 -5.880 6.493
H 15.390 -7.027 5.963
H 16.936 -4.889 3.729
H 18.049 -5.996 2.941
H 18.536 -5.137 5.842
H 19.111 -4.363 4.559
H 20.320 -6.147 3.790
H 19.125 -8.062 4.331
H 19.063 -7.582 6.060
H 21.649 -7.974 6.159
H 21.442 -8.768 4.602
H 21.608 -10.012 7.707
H 22.055 -10.767 6.132
H 20.629 -11.309 7.112
C 9.003 4.016 13.810
O 9.536 2.847 14.407
C 8.844 1.729 13.862
C 9.254 0.415 14.555
N 10.540 -0.107 14.130
C 10.602 -0.515 12.697
C 12.058 -0.965 12.493
O 12.970 0.134 12.757
C 14.297 -0.226 12.548
H 7.935 3.980 14.024
H 9.207 3.830 12.756
H 9.403 4.950 14.205
H 9.020 1.661 12.788
H 7.758 1.769 13.953
H 8.531 -0.378 14.366
H 9.326 0.335 15.639
H 11.313 0.541 14.103
H 10.526 0.352 12.041
H 9.900 -1.312 12.452
H 12.154 -1.315 11.465
H 12.239 -1.816 13.150
H 14.707 -0.883 13.315
H 14.890 0.682 12.648
H 14.441 -0.583 11.528
C 10.459 -2.551 3.395
O 11.190 -2.939 4.594
C 12.203 -3.916 4.488
C 13.488 -3.132 4.078
N 14.331 -2.375 5.043
C 13.741 -1.149 5.388
C 14.292 -0.637 6.731
O 13.963 -1.549 7.740
C 14.543 -1.238 8.961
H 9.733 -1.845 3.799
H 10.020 -3.414 2.894
H 11.044 -2.066 2.613
H 12.061 -4.767 3.821
H 12.319 -4.356 5.478
H 13.343 -2.497 3.204
H 14.215 -3.829 3.660
H 14.621 -2.685 5.959
H 12.661 -1.275 5.464
H 13.968 -0.430 4.600
H 14.049 0.416 6.878
H 15.377 -0.706 6.655
H 15.597 -0.964 8.916
H 14.503 -2.203 9.468
H 13.958 -0.547 9.567
C 14.628 7.773 -0.222
O 13.790 6.751 0.217
C 14.369 5.488 0.145
C 15.146 5.094 1.422
N 15.454 3.580 1.464
C 16.855 3.339 1.855
C 17.324 1.831 2.048
O 16.603 1.171 3.035
C 16.640 -0.209 3.153
H 14.265 8.770 0.029
H 14.994 7.685 -1.245
H 15.580 7.667 0.299
H 15.007 5.331 -0.726
H 13.497 4.835 0.157
H 14.430 5.114 2.244
H 15.920 5.794 1.736
H 15.061 3.115 2.270
H 16.840 3.643 2.902
H 17.571 3.831 1.197
H 18.385 1.754 2.287
H 17.247 1.302 1.099
H 17.640 -0.559 3.408
H 16.323 -0.664 2.214
H 15.897 -0.388 3.930
C 13.584 -5.418 10.298
O 14.646 -5.975 11.000
C 14.125 -7.075 11.659
C 15.276 -7.622 12.522
N 14.934 -9.014 12.875
C 16.046 -9.683 13.549
C 16.036 -11.189 13.333
O 15.910 -11.604 11.927
C 15.962 -13.003 11.698
H 13.396 -6.164 9.525
H 13.956 -4.515 9.813
H 12.658 -5.363 10.870
H 13.953 -7.857 10.920
H 13.270 -6.773 12.264
H 15.438 -7.127 13.480
H 16.219 -7.688 11.979
H 14.755 -9.451 11.982
H 15.918 -9.386 14.590
H 16.962 -9.302 13.099
H 15.417 -11.727 14.051
H 17.041 -11.558 13.538
H 15.678 -13.317 10.694
H 15.336 -13.553 12.399
H 16.947 -13.296 12.061
C 15.474 -9.822 8.408
O 15.959 -8.544 8.888
C 17.174 -8.078 8.387
C 17.556 -6.731 9.016
N 16.543 -5.721 8.925
C 17.089 -4.351 8.988
C 17.567 -3.998 10.404
O 17.612 -2.605 10.398
C 17.509 -1.963 11.684
H 14.968 -10.489 9.107
H 16.285 -10.422 7.995
H 14.792 -9.718 7.564
H 17.062 -7.943 7.311
H 17.898 -8.843 8.667
H 18.438 -6.385 8.478
H 17.721 -6.768 10.093
H 15.941 -5.868 9.722
H 16.277 -3.664 8.747
H 17.974 -4.212 8.367
H 18.579 -4.397 10.472
H 16.786 -4.474 10.997
H 17.310 -0.891 11.671
H 18.523 -2.061 12.072
H 16.810 -2.459 12.357
C 18.421 1.638 5.787
C 19.837 1.144 6.088
C 19.915 0.361 7.406
O 19.361 1.019 8.554
C 19.274 0.180 9.719
N 20.366 0.318 5.026
H 17.871 0.838 5.291
H 18.273 2.502 5.138
H 17.817 1.781 6.683
H 20.484 2.020 6.143
H 20.910 -0.058 7.556
H 19.269 -0.517 7.393
H 19.183 0.890 10.541
H 20.182 -0.389 9.917
H 18.375 -0.420 9.860
H 19.617 -0.340 4.862
H 20.551 0.887 4.213
C 6.342 -4.055 1.536
C 6.587 -4.755 0.216
C 5.297 -5.411 -0.278
O 5.196 -6.548 0.514
C 4.174 -7.475 0.178
N 6.986 -3.685 -0.650
H 7.204 -3.572 1.995
H 5.926 -4.822 2.189
H 5.620 -3.245 1.437
H 7.332 -5.537 0.359
H 5.367 -5.729 -1.318
H 4.494 -4.691 -0.119
H 3.186 -7.089 0.428
H 4.277 -8.450 0.654
H 4.351 -7.640 -0.885
H 6.502 -2.873 -0.296
H 7.963 -3.432 -0.679
C 11.754 0.827 -3.420
C 12.300 1.692 -2.249
C 12.502 0.847 -0.910
O 13.419 -0.238 -1.026
C 13.939 -0.670 0.323
N 13.670 2.194 -2.563
H 12.366 0.066 -3.904
H 11.617 1.427 -4.319
H 10.794 0.376 -3.170
H 11.718 2.522 -1.849
H 11.498 0.629 -0.545
H 12.896 1.509 -0.140
H 13.214 -0.695 1.136
H 14.847 -0.155 0.634
H 14.194 -1.724 0.207
H 14.296 1.406 -2.648
H 14.015 2.758 -1.800
C 10.900 -3.095 8.721
C 9.625 -2.818 9.433
C 8.834 -1.655 8.893
O 9.059 -0.386 9.610
C 10.006 0.503 8.933
N 8.859 -3.990 9.323
H 10.898 -3.726 7.832
H 11.460 -3.820 9.311
H 11.407 -2.162 8.473
H 9.817 -2.551 10.472
H 7.788 -1.834 9.142
H 8.991 -1.645 7.814
H 10.867 -0.138 8.740
H 10.324 1.321 9.579
H 9.812 1.030 8.000
H 7.876 -3.875 9.528
H 8.885 -4.147 8.326
C 14.961 -4.224 -0.357
C 13.520 -4.458 0.259
C 12.650 -5.188 -0.666
O 11.275 -5.170 -0.262
C 10.274 -5.890 -0.964
N 13.731 -5.150 1.521
H 14.884 -3.832 -1.371
H 15.514 -5.161 -0.418
H 15.493 -3.519 0.281
H 13.112 -3.496 0.568
H 13.011 -6.174 -0.958
H 12.707 -4.615 -1.592
H 9.425 -5.798 -0.287
H 10.444 -6.964 -1.043
H 10.168 -5.564 -1.999
H 12.862 -5.319 2.008
H 14.164 -6.035 1.298
C 17.736 6.131 12.032
C 16.641 5.195 12.118
C 16.864 3.970 11.288
O 15.728 3.084 11.256
C 15.764 2.147 10.171
N 16.470 4.934 13.559
H 18.693 5.687 12.305
H 17.414 6.973 12.644
H 17.931 6.454 11.009
H 15.709 5.603 11.729
H 17.779 3.529 11.682
H 17.047 4.372 10.291
H 16.529 1.396 10.365
H 16.101 2.675 9.280
H 14.887 1.546 9.931
H 15.804 4.175 13.524
H 17.267 4.362 13.798
C 9.268 3.812 1.451
C 10.670 4.277 1.494
C 11.625 3.171 1.892
O 11.799 3.010 3.293
C 12.758 2.009 3.618
N 10.962 4.908 0.215
H 9.168 3.027 0.701
H 8.560 4.623 1.283
H 8.995 3.406 2.425
H 10.754 5.083 2.224
H 12.603 3.457 1.503
H 11.425 2.279 1.297
H 12.584 1.761 4.665
H 13.759 2.423 3.488
H 12.557 1.192 2.925
H 10.281 5.634 0.044
H 11.830 5.327 0.516
C 7.277 -7.427 5.100
C 8.477 -6.538 4.544
C 9.100 -5.565 5.560
O 8.138 -4.770 6.208
C 7.216 -3.954 5.408
N 9.314 -7.609 3.968
H 6.730 -6.795 5.800
H 7.524 -8.120 5.905
H 6.561 -7.927 4.448
H 8.168 -5.841 3.765
H 9.657 -4.860 4.943
H 9.778 -5.969 6.312
H 6.545 -3.402 6.066
H 6.636 -4.641 4.791
H 7.777 -3.327 4.715
H 9.815 -7.876 4.803
H 8.927 -8.531 3.822
*
```

Calculated values
- gap between HOMO and LUMO (eV) = 8.649
- ΔE to the lowest compared entry with this formula, charge and spin (kJ/mol) = 912.6

=====

No. 2
A molecular structure, C68H46N7O3W. Source: the Open Molecules 2025 dataset; level of theory: ωB97M-V/def2-TZVPD.

ORCA input file:
```
! RIJCOSX wB97M-V def2-TZVPD def2/J DEFGRID3
* xyz 1 1
W 0.771 -0.331 -0.856
C -4.570 -1.027 -6.597
C -3.255 -1.404 -6.817
C -2.323 -1.291 -5.802
C -2.699 -0.814 -4.549
C -4.022 -0.443 -4.334
C -4.950 -0.545 -5.357
C -1.674 -0.732 -3.484
C -1.771 -1.557 -2.369
C -2.908 -2.336 -2.039
C -2.707 -2.843 -0.787
C -1.407 -2.449 -0.380
C -0.749 -2.944 0.744
C -1.554 -3.621 1.789
C -2.239 -2.844 2.719
C -2.996 -3.440 3.713
C -3.082 -4.820 3.781
C -2.416 -5.600 2.849
C -1.654 -5.006 1.858
C 0.648 -2.900 0.857
N 1.465 -2.102 0.045
C 2.769 -2.445 0.422
C 3.936 -1.833 -0.061
C 5.230 -2.278 0.496
C 5.641 -3.599 0.349
C 6.837 -4.026 0.892
C 7.639 -3.139 1.592
C 7.238 -1.822 1.740
C 6.043 -1.388 1.197
C 3.917 -0.754 -0.940
C 5.041 0.033 -1.308
C 4.564 1.152 -1.929
C 3.155 1.021 -2.007
N 2.749 -0.185 -1.442
C 2.300 1.947 -2.622
C 1.039 1.562 -3.121
C 0.306 2.178 -4.155
C -0.720 1.333 -4.499
C -0.668 0.235 -3.617
N 0.417 0.361 -2.751
C 2.773 3.340 -2.666
C 2.756 4.163 -3.788
C 3.107 5.497 -3.684
C 3.538 6.017 -2.477
C 3.617 5.194 -1.365
C 3.220 3.875 -1.453
C 2.744 -3.414 1.451
C 1.428 -3.680 1.736
N -0.808 -1.641 -1.350
H -5.300 -1.112 -7.388
H -2.955 -1.786 -7.781
H -1.296 -1.581 -5.967
H -4.321 -0.060 -3.368
H -5.973 -0.245 -5.185
H -3.757 -2.484 -2.675
H -3.355 -3.486 -0.225
H -2.172 -1.763 2.668
H -3.522 -2.827 4.432
H -3.665 -5.290 4.558
H -2.494 -6.676 2.893
H -1.138 -5.611 1.128
H 5.018 -4.289 -0.203
H 7.147 -5.052 0.766
H 8.574 -3.471 2.016
H 7.860 -1.127 2.282
H 5.725 -0.363 1.327
H 6.065 -0.220 -1.117
H 5.126 1.975 -2.323
H 0.534 3.121 -4.600
H -1.445 1.468 -5.276
H 2.494 3.759 -4.753
H 3.043 6.142 -4.549
H 3.809 7.058 -2.400
H 3.977 5.582 -0.424
H 3.233 3.250 -0.571
H 3.609 -3.830 1.931
H 1.045 -4.376 2.457
O 0.390 -0.261 1.649
C 0.716 1.002 2.293
C 1.038 1.959 1.115
O 1.011 3.158 1.207
O 1.395 1.286 0.057
C 2.021 0.947 3.071
C 2.808 -0.195 3.072
C 4.002 -0.219 3.773
C 4.422 0.901 4.467
C 3.649 2.052 4.447
C 2.450 2.078 3.757
C -0.474 1.379 3.148
C -0.666 0.649 4.318
C -1.797 0.854 5.085
C -2.742 1.786 4.691
C -2.553 2.515 3.528
C -1.422 2.312 2.754
H 0.225 -0.923 2.347
H 2.502 -1.074 2.523
H 4.600 -1.118 3.776
H 5.351 0.872 5.016
H 3.985 2.937 4.964
H 1.856 2.979 3.730
H 0.079 -0.073 4.623
H -1.940 0.283 5.989
H -3.623 1.949 5.293
H -3.292 3.241 3.222
H -1.264 2.895 1.860
N -9.898 1.452 0.353
C -8.753 1.431 0.315
C -7.341 1.432 0.224
C -6.606 0.250 0.343
C -5.237 0.267 0.186
C -4.576 1.469 -0.080
C -5.307 2.656 -0.158
C -6.677 2.637 -0.019
N -3.193 1.488 -0.294
C -2.483 2.484 -0.914
C -1.185 2.091 -0.949
N -1.069 0.844 -0.372
C -2.305 0.526 0.030
H -7.115 -0.680 0.543
H -4.685 -0.658 0.241
H -4.809 3.598 -0.323
H -7.243 3.551 -0.105
H -2.936 3.365 -1.317
H -0.337 2.639 -1.328
H -2.552 -0.368 0.572
*
```

Calculated values
- gap between HOMO and LUMO (alpha / beta) (eV) = 5.115 / 5.366